The following is a DFT calculation (wB97M-V/def2-TZVPD) of C8H22AgClN2O2 as an isolated structure.

Calculated values
E_LUMO (alpha / beta) (eV): -4.2 / -8.3
Largest force on an atom (Eh/bohr): 0.064
<S²>: 0.753
Highest occupied orbital energy (alpha / beta) (Ha): -0.411 / -0.411
Gap between HOMO and LUMO (alpha / beta) (eV): 7.011 / 2.874

Structure (ORCA input):
```
! wB97M-V def2-TZVPD RIJCOSX def2/J DEFGRID3
* xyz 1 2
Ag 3.88496 1.05532 -0.39959
Cl 2.16459 1.04866 1.67477
C -2.95453 -1.36139 3.86767
C -1.82315 -1.15967 2.87978
C -2.21030 -0.04396 1.75459
O -3.37556 -0.47240 1.09105
C -2.88725 -1.23064 -0.03410
N -0.66355 -0.83252 3.64439
H -2.75416 -2.16013 4.58179
H -3.80262 -1.67871 3.26091
H -3.21559 -0.55311 4.55076
H -1.84629 -2.12039 2.36541
H -1.36326 0.25491 1.13709
H -2.56188 0.90499 2.15955
H -2.25170 -2.10964 0.07324
H -2.42724 -0.59838 -0.79353
H -3.79910 -1.48667 -0.57363
H -0.00901 -0.28239 3.10677
H -0.95592 -0.16221 4.34103
C 0.91162 2.41089 -3.17082
C 1.80254 1.74377 -2.07567
C 1.81543 0.26510 -2.43999
O 2.53629 -0.42055 -1.38252
C 2.30914 -1.83099 -1.29012
N 3.16135 2.34613 -2.14286
H 1.44488 2.39020 -4.12125
H 0.64517 3.38107 -2.75146
H -0.02229 1.87215 -3.33114
H 1.36301 1.88798 -1.08870
H 2.51737 0.21159 -3.27216
H 0.94974 -0.22610 -2.88431
H 2.84420 -2.30713 -0.46847
H 2.58549 -2.35435 -2.20544
H 1.25801 -2.06907 -1.12719
H 3.67265 2.36149 -3.01375
H 3.05696 3.32617 -1.92209
*
```

Here are the Mulliken charges for atoms 1 to 4, given in e:
1 Ag 0.516
2 Cl 0.018
3 C -1.494
4 C 0.574